# 1
The following is a DFT calculation (wB97M-V/def2-TZVPD) of C5H14BBeO2 as an isolated structure at a distorted geometry.

Properties
frontier orbital gap: 2.49 eV
energy: -388.41029 Ha
total charge: +1

Each line ends with the Löwdin charge.
Geometry (Å):
C 0.75 2.45 -0.70  -0.05
H -1.02 -3.45 -0.20  0.14
H -2.49 -1.10 -1.56  0.08
H -0.50 0.74 1.41  0.12
H -3.26 -1.69 0.21  0.02
H 0.48 1.85 -1.57  0.09
O -0.57 -1.60 0.53  -0.07
C 0.48 0.25 1.37  -0.15
H -0.39 -2.31 -1.40  0.11
H 1.45 -1.36 0.37  0.17
C 1.91 1.81 0.05  -0.18
H -0.13 2.63 -0.09  0.07
H 2.43 1.08 -0.55  0.14
H 0.57 -0.29 2.31  0.15
C 0.54 -0.76 0.27  -0.13
O 1.57 1.23 1.36  -0.26
Be 0.78 2.34 2.28  0.74
H 2.65 2.57 0.27  0.13
H 1.09 3.40 -1.10  0.10
H 0.43 -0.35 -0.73  0.14
C -0.98 -2.40 -0.49  -0.19
B -2.65 -2.05 -0.76  -0.19
H -3.13 -3.02 -1.27  0.03


# 2
The following is a DFT calculation (wB97M-V/def2-TZVPD) of one molecule with the formula C5H5NO at a distorted geometry.

Properties
frontier orbital gap: 10.68 eV
SMILES: C=C=C(C#N)CO
energy: -323.43674 Ha
energy relative to the best compared isomer or geometry (same formula, charge and spin): 217.8 kJ/mol

Each line ends with the Löwdin charge.
Geometry (Å):
C 0.92 1.79 -0.87  0.05
H -1.25 -1.86 -0.03  0.13
H 1.10 2.77 -0.43  0.07
H -1.36 -0.97 1.50  0.13
H -1.87 0.88 0.13  0.09
N 2.20 -2.21 0.82  0.16
C 0.35 -0.47 0.28  -0.22
C 1.38 -1.43 0.59  -0.18
O -1.98 -0.01 -0.24  -0.05
C 0.68 0.70 -0.21  -0.04
C -1.11 -0.88 0.43  -0.22
H 0.95 1.69 -1.95  0.08


# 3
The following is a DFT calculation (wB97M-V/def2-TZVPD) of one molecule with the formula C3H5NO3.

Properties
frontier orbital gap: 11.05 eV
SMILES: NC(=O)COC=O
energy: -397.79134 Ha
energy relative to the best compared isomer or geometry (same formula, charge and spin): 119.1 kJ/mol

Each line ends with the Löwdin charge.
Geometry (Å):
N 1.54 0.04 0.41  0.13
C -0.92 0.15 0.64  -0.10
H -0.53 1.31 -2.38  0.15
C -0.66 0.53 -1.63  -0.35
O 0.38 -1.55 1.67  0.11
H -1.73 -0.56 0.46  0.14
H 1.86 -0.42 -0.44  0.10
C 0.38 -0.60 0.93  -0.47
H -1.13 0.74 1.53  0.15
O -0.66 -0.66 -1.84  0.08
H 2.29 -0.05 1.07  0.09
O -0.82 1.08 -0.43  -0.02


# 4
The following is a DFT calculation (wB97M-V/def2-TZVPD) of a 9-piece molecular cluster, C46H106N4O9S5 overall at a distorted geometry.

Properties
frontier orbital gap: 8.22 eV
energy: -4703.04332 Ha
energy relative to the best compared isomer or geometry (same formula, charge and spin): 160.2 kJ/mol

Each line ends with the Löwdin charge.
Geometry (Å):
H 1.99 -4.16 0.52  0.09
C 3.98 1.34 -2.47  -0.13
H 4.90 -0.16 1.24  0.05
C 2.85 4.77 -1.19  -0.02
H 1.29 1.63 -4.60  0.08
H 1.40 0.46 -3.22  0.05
C 4.61 -3.37 0.29  -0.13
H 2.39 1.46 3.22  0.08
H 0.89 1.80 2.38  0.07
H -1.79 -0.44 -8.50  0.05
H 7.25 -1.57 1.56  0.12
H -4.00 -2.02 0.39  0.13
O 0.79 3.31 -2.77  -0.01
H -1.60 -0.24 -4.13  0.05
C -4.46 -0.87 -1.35  -0.18
O -2.58 -5.92 3.64  -0.56
H -0.74 -4.85 1.52  0.04
H -1.95 2.47 -1.33  0.08
H -2.20 4.85 -1.88  0.04
H 0.45 4.12 -0.24  0.08
C 1.38 1.09 3.06  -0.03
N 1.18 0.30 5.31  -0.09
H -5.34 -1.58 -7.14  0.06
C 0.86 1.86 7.27  -0.15
C 5.42 -1.70 2.57  -0.50
C -1.21 -2.01 0.29  -0.04
O 1.08 -1.04 4.92  -0.04
H -3.28 -2.63 -1.06  0.12
C 5.22 -0.19 2.28  -0.01
H 1.56 3.71 1.02  0.08
H 6.70 -1.14 4.31  0.09
H -0.76 -3.90 -4.68  0.06
O 0.95 -1.85 -2.40  -0.58
S 0.96 -2.66 -3.69  0.89
H 1.64 2.94 4.76  0.12
O -0.40 0.23 -1.24  -0.04
H 3.09 -0.03 7.19  0.08
H 2.49 0.34 -4.55  0.09
O 3.20 -2.17 3.48  -0.05
H -1.61 -2.53 1.16  0.07
C -0.41 -0.27 7.15  -0.03
H -5.38 5.25 0.27  0.05
H 6.71 -2.90 -0.42  0.11
N 4.14 -2.40 2.47  -0.11
C 1.94 1.07 -3.93  -0.03
H -0.85 1.16 -3.52  0.05
H -4.83 -0.07 -0.70  0.10
H 1.97 -0.08 8.55  0.08
C 3.54 -2.76 1.18  -0.48
H 1.66 -3.19 1.90  0.08
H 0.18 -0.31 -1.82  0.04
H 6.82 -3.26 1.97  0.12
H 5.56 -1.62 -0.32  0.10
H 0.13 2.64 -2.58  0.06
H -1.28 -3.54 4.94  0.05
H 1.11 -4.81 -2.38  0.06
S -1.11 -5.66 3.78  0.83
H -5.32 -1.49 -1.64  0.10
H 3.65 0.36 -2.13  0.11
H -1.22 -3.50 -3.00  0.06
O -7.32 -1.46 -3.59  -0.57
H -3.45 -0.76 -8.86  0.06
H -1.29 0.29 6.84  0.07
H -0.25 -1.52 0.47  0.07
H -3.49 1.78 -0.79  0.07
H -4.59 4.16 -0.79  0.03
H 5.09 -1.69 4.74  0.07
C 0.54 1.18 4.33  -0.50
H -0.89 2.70 6.42  0.10
H -8.26 1.42 -4.60  0.05
S -8.49 -0.63 -3.19  0.83
H 0.44 3.88 6.54  0.11
H -0.99 -2.69 -0.53  0.07
H -3.61 4.91 0.55  0.05
H 1.59 -4.92 -4.08  0.05
H -0.47 -0.53 8.21  0.09
C 0.91 0.42 6.74  -0.51
H -0.82 -0.29 3.78  0.07
H -8.45 1.27 -1.69  0.06
S -4.01 6.39 -1.38  0.83
H 3.87 3.90 -3.61  0.06
H 4.75 1.14 -3.22  0.12
H 2.93 5.27 -0.23  0.08
H 4.78 -4.43 0.53  0.12
C 2.85 2.07 -3.18  -0.48
H 1.93 -1.34 7.44  0.08
H -2.98 0.65 -7.82  0.05
S -3.01 -1.37 -6.56  0.80
H 2.59 3.62 -4.76  0.08
H 4.09 2.81 -4.93  0.08
H -9.91 0.88 -4.33  0.05
C -3.83 -0.23 -2.56  -0.13
H -6.91 0.95 -2.65  0.04
H 1.34 0.13 2.56  0.07
C 6.44 -2.31 1.60  -0.12
C 1.20 3.39 0.04  -0.04
H 3.78 4.78 -1.76  0.06
H 2.83 -4.61 2.06  0.09
C 2.07 -0.26 7.47  -0.05
C -7.73 0.54 -2.05  -0.26
H -2.35 1.35 -4.33  0.10
H 5.13 2.98 -1.60  0.11
H 2.12 5.33 -1.77  0.08
H 3.86 3.00 0.49  0.13
H 1.88 2.19 7.49  0.11
H -1.29 -3.31 3.21  0.04
H 6.39 -2.79 4.20  0.08
H -2.02 -0.43 1.94  0.05
C -2.52 0.53 -2.31  -0.50
H 6.15 0.37 2.41  0.09
C -2.81 1.89 -1.63  -0.02
H -5.11 -1.19 -5.37  0.03
H 2.61 -0.77 1.22  0.06
C -2.79 -0.40 -8.07  -0.26
C 0.18 2.85 6.31  -0.16
H 1.95 -1.80 -0.07  0.06
H 4.39 0.25 2.84  0.07
H 3.16 -2.99 3.98  0.12
H 2.66 -4.11 -2.96  0.04
H 0.23 -3.65 4.07  0.04
H 0.72 -5.55 2.16  0.02
H -2.03 1.03 0.90  0.07
C -0.92 0.78 3.98  -0.01
C -3.49 -1.70 -0.52  -0.13
C 3.43 2.43 -0.34  -0.13
C -2.40 0.02 1.02  -0.02
H -3.40 2.41 -2.40  0.07
C -4.79 -1.01 -6.40  -0.25
H -0.04 3.23 4.19  0.12
C -8.89 0.54 -4.51  -0.27
O -2.86 -2.81 -6.94  -0.55
H 1.92 -1.24 4.50  0.06
H -1.57 0.81 4.86  0.07
C 0.60 2.62 4.84  -0.13
C -0.83 -3.89 4.01  -0.27
C 3.36 3.12 -4.17  -0.03
H -8.86 0.01 -5.46  0.05
C -0.36 -5.69 2.11  -0.25
N 1.94 2.69 -2.20  -0.10
H 0.44 2.00 8.26  0.12
H -3.64 -1.00 -3.31  0.11
C 2.36 3.32 -0.98  -0.52
H -3.46 0.14 1.29  0.08
C 5.88 -2.53 0.20  -0.17
C 2.45 -3.79 1.44  -0.05
H -0.49 -1.26 6.68  0.07
H -2.53 5.96 -3.26  0.05
C -0.78 -3.12 -3.91  -0.23
O -5.31 6.61 -2.12  -0.58
C -2.20 -0.93 -0.19  -0.47
H -1.30 1.37 3.15  0.07
H -7.30 -0.03 -1.23  0.04
C -4.41 5.05 -0.18  -0.25
C 2.85 -1.54 0.49  -0.01
C 4.58 2.09 -1.28  -0.17
C 5.89 -1.83 4.01  -0.04
H 0.74 2.40 0.14  0.07
C -2.96 5.36 -2.47  -0.26
H -4.99 0.07 -6.42  0.06
H 2.93 1.51 -0.03  0.11
C -1.83 0.69 -3.63  -0.03
C 1.61 -4.28 -3.20  -0.25
H 4.22 -3.31 -0.73  0.12
H -0.65 -6.59 1.58  0.05
H -3.53 4.54 -2.89  0.04
H -1.31 -2.27 -4.33  0.00
H 3.44 -1.07 -0.30  0.06
N -1.70 -0.30 -1.42  -0.08
H -4.55 0.47 -3.00  0.11
H 5.32 1.41 -0.85  0.10


# 5
The following is a DFT calculation (wB97M-V/def2-TZVPD) of C38H38Cl3N5OPdS2 as an isolated structure.

Properties
frontier orbital gap: 6.66 eV
energy: -4124.70383 Ha
energy relative to the best compared isomer or geometry (same formula, charge and spin): 0.0 kJ/mol

Each line ends with the Löwdin charge.
Geometry (Å):
H 3.32 -4.90 2.08  0.09
H 5.04 3.57 -6.37  0.12
C -2.23 -0.56 0.53  -0.28
C -2.53 2.21 -0.78  -0.07
C 3.88 3.51 -3.97  -0.30
S 8.17 1.56 -4.04  1.00
S 0.49 -1.28 -1.24  0.61
H 7.63 5.11 -3.91  0.12
H 0.21 1.11 -5.51  0.12
C -2.79 -1.69 1.10  -0.05
H -2.99 1.23 -3.26  0.07
H -4.82 -2.70 -1.42  0.10
H 2.86 -2.87 -1.67  0.09
C -4.10 -2.10 -0.87  -0.09
C 2.41 3.42 -4.31  -0.18
C 4.15 3.64 -2.48  -0.06
C -0.28 3.12 -4.97  -0.66
C 3.22 -3.95 0.15  -0.10
H -1.28 1.79 6.19  0.09
H 1.76 3.22 -1.09  0.14
C 1.51 4.47 -4.16  -0.57
N -2.04 0.97 -1.36  -0.22
H -1.96 3.05 -1.19  0.08
H 5.88 5.09 -6.02  0.14
C -1.30 1.47 5.16  -0.11
H -3.59 2.38 -1.00  0.09
N 3.64 2.48 -1.78  -0.06
H -1.32 1.80 -3.11  0.04
O 4.52 4.59 -4.63  -0.11
C 3.35 0.43 -1.07  -0.11
C -0.17 1.63 4.36  -0.05
C -3.72 -2.46 0.42  -0.09
Cl -1.96 2.95 -5.38  0.72
C -2.44 0.92 4.59  -0.10
C -1.30 0.57 2.47  -0.24
N 0.97 1.46 2.17  -0.29
C 6.83 2.08 -4.97  -0.99
H 9.32 3.38 -2.90  0.07
N 2.24 1.17 -0.71  -0.09
C 1.91 2.22 -4.80  0.00
C 1.63 -3.59 1.91  -0.09
Cl 5.90 0.92 -5.84  0.68
C -2.01 1.01 -2.80  -0.14
H 1.35 3.39 2.98  0.09
H 0.03 -2.23 1.46  0.08
C 0.58 2.05 -5.14  -0.08
H -2.39 2.19 0.30  0.07
C 8.49 3.17 -3.55  -0.40
C 2.53 -3.06 -0.66  -0.16
H -3.34 0.82 5.18  0.10
H -3.35 0.06 2.86  0.10
H 0.72 2.09 4.76  0.11
C 6.63 3.42 -4.92  -0.33
H 3.68 4.53 -2.07  0.10
H 2.03 3.10 1.37  0.06
H -4.13 -3.35 0.88  0.10
H 2.98 0.86 1.93  0.07
H -0.51 5.16 -4.34  0.11
C 5.51 4.17 -5.58  -0.14
N -1.21 0.17 1.16  -0.09
C -3.55 -0.97 -1.45  -0.03
C 1.17 2.92 2.02  -0.08
C 0.17 4.33 -4.48  -0.12
C 0.93 -2.70 1.10  -0.13
H 2.56 1.39 3.58  0.09
H 5.19 1.05 -2.15  0.12
H -2.45 -2.00 2.08  0.11
C -2.45 0.48 3.28  -0.03
H 1.26 -3.80 2.90  0.10
H 2.00 -0.19 2.97  0.10
H 2.60 1.39 -4.92  0.12
C 1.38 -2.41 -0.20  -0.66
Cl 2.00 6.02 -3.52  0.74
C -2.63 -0.18 -0.77  -0.24
C 4.22 1.23 -1.72  -0.02
H 5.23 3.71 -2.31  0.14
C -0.18 1.21 3.04  -0.22
H 3.41 -0.62 -0.83  0.08
H 4.11 -4.43 -0.23  0.10
C 7.61 4.05 -4.09  -0.14
H 4.32 2.56 -4.29  0.10
Pd 0.52 0.52 0.25  0.79
C 2.20 0.85 2.70  -0.07
H -1.65 0.06 -3.19  0.09
C 2.78 -4.21 1.44  -0.11
H 0.28 3.35 1.57  0.10
C 2.45 2.39 -1.16  -0.14
H -3.85 -0.69 -2.45  0.10


# 6
The following is a DFT calculation (wB97M-V/def2-TZVPD) of one molecule with the formula FHINS at a distorted geometry.

Properties
frontier orbital gap (spin up / spin down): 7.65 / 7.63 eV
energy: -850.95151 Ha
energy relative to the best compared isomer or geometry (same formula, charge and spin): 250.9 kJ/mol

Each line ends with the Löwdin charge.
Geometry (Å):
I 0.20 1.11 0.21  1.01
F 1.57 -1.65 0.73  -0.64
H -2.17 0.24 0.09  -0.07
S 1.96 -0.60 -0.53  0.35
N -1.57 0.90 -0.50  -0.65


# 7
The following is a DFT calculation (wB97M-V/def2-TZVPD) of C33H42N7O4PSSn as an isolated structure at a distorted geometry.

Properties
frontier orbital gap (spin up / spin down): 4.86 / 5.09 eV
energy: -2920.31696 Ha
total charge: +2
energy relative to the best compared isomer or geometry (same formula, charge and spin): 100.1 kJ/mol

Each line ends with the Löwdin charge.
Geometry (Å):
C -4.00 -2.62 2.15  -0.01
H 1.03 6.17 2.26  0.11
H 1.56 1.27 4.53  0.11
Sn 0.31 0.33 -0.14  1.46
H -5.14 2.21 2.61  0.11
C -1.00 -1.47 -6.02  0.00
C -4.73 1.95 0.49  -0.13
C 3.65 -1.73 3.06  0.00
C -3.27 -0.51 3.08  -0.03
C -4.85 -1.88 4.27  -0.04
C 0.96 2.17 -3.48  0.00
C 2.47 -1.35 2.44  -0.13
C -2.40 -1.94 -2.55  0.02
C 6.19 -1.47 3.32  -0.82
C -1.66 -1.39 -3.68  -0.12
H 5.31 -2.89 4.55  0.09
H -3.12 -2.74 -2.72  0.16
C 0.50 6.46 0.18  -0.16
H -0.15 7.13 -0.39  0.12
N -0.82 4.59 0.86  -0.17
H 3.60 -2.51 3.80  0.11
H -5.48 -2.04 5.13  0.12
C 1.04 2.67 2.96  -0.15
C -0.17 2.46 5.06  -0.15
H 5.70 0.39 1.44  0.08
C -3.22 -1.46 2.07  -0.16
H 3.51 0.98 0.41  0.11
O -0.30 2.21 0.21  -0.48
N 2.43 -0.40 1.50  -0.07
N -2.62 2.62 1.36  -0.18
N 6.15 -2.42 4.26  0.09
H -4.96 0.91 0.71  0.10
C 0.19 5.00 -0.17  -0.17
H -3.39 3.80 2.96  0.11
C -0.19 -0.39 -5.88  0.04
H 0.37 0.00 -6.71  0.14
C -3.25 2.10 0.11  -0.17
H -5.76 3.53 1.62  0.12
H 1.96 2.93 4.93  0.12
C -1.76 -1.97 -4.91  0.02
H -4.16 0.03 4.96  0.11
H 1.54 -1.82 2.70  0.12
H 1.46 1.88 2.32  0.07
H -1.08 -1.97 -6.97  0.13
C -0.07 0.27 -4.63  -0.15
C -2.38 -1.20 0.90  -0.38
C -3.61 3.57 1.91  -0.18
C -4.80 -2.83 3.26  -0.05
C -0.80 -0.24 -3.47  -0.24
C 1.22 2.30 4.44  -0.14
S 7.57 -0.73 2.86  0.75
C 4.79 -0.12 1.74  -0.03
H -1.15 5.30 2.84  0.11
C 3.57 0.20 1.17  -0.15
H -2.70 0.41 2.98  0.07
H -5.38 -3.74 3.33  0.12
C -1.10 2.11 3.91  -0.18
H -1.12 1.02 3.76  0.11
H 0.05 2.49 -2.99  0.09
H -2.11 2.46 4.04  0.11
H 1.59 1.60 -2.80  0.08
H -3.60 4.50 1.34  0.12
H 1.53 3.60 2.69  0.12
O -0.71 0.26 -2.32  -0.18
H -0.33 1.82 5.93  0.12
H -0.34 3.50 5.36  0.12
H -3.96 -3.35 1.35  0.12
N -0.43 2.78 2.78  -0.18
H -2.79 1.17 -0.19  0.07
C -4.10 -0.71 4.18  -0.05
H 7.01 -2.70 4.69  0.11
C -1.04 5.69 1.83  -0.18
H -3.13 2.82 -0.71  0.13
O 0.66 1.35 -4.64  0.01
H -1.94 6.24 1.57  0.12
C 4.85 -1.11 2.71  -0.19
C 0.20 6.57 1.67  -0.16
O -1.30 -0.57 1.01  -0.18
H 1.09 4.38 -0.09  0.11
H 1.50 3.01 -3.88  0.11
H -0.21 4.89 -1.17  0.11
H -5.37 2.26 -0.34  0.12
P -1.04 3.04 1.29  0.61
H 1.53 6.71 -0.07  0.12
H 0.01 7.59 1.99  0.12
C -4.93 2.83 1.74  -0.14
N -2.89 -1.62 -0.28  0.17
N -2.22 -1.53 -1.36  0.09
H -2.40 -2.83 -5.05  0.13


# 8
The following is a DFT calculation (wB97M-V/def2-TZVPD) of C5H11N as an isolated structure at a distorted geometry.

Properties
frontier orbital gap (spin up / spin down): 7.66 / 5.41 eV
energy: -251.29621 Ha
total charge: +1
energy relative to the best compared isomer or geometry (same formula, charge and spin): 763.6 kJ/mol
spin multiplicity: 2

Each line ends with the Löwdin charge.
Geometry (Å):
C 1.82 -0.22 0.94  -0.04
H 2.51 -1.13 0.83  0.12
H 1.43 1.88 -0.79  0.05
H -2.24 -0.26 -0.51  0.12
H 0.13 -1.92 0.35  0.16
H -1.39 0.54 0.75  0.15
C -0.25 -1.07 -0.34  -0.16
N -1.77 1.19 -0.32  0.25
H 1.26 -0.10 1.85  0.07
H -0.31 -1.46 -1.29  0.11
C 0.97 -0.11 -0.37  -0.30
H 2.46 0.67 0.75  0.08
C -1.50 -0.56 0.22  -0.04
H -1.59 -0.96 1.23  0.17
H 0.28 1.20 -2.00  0.08
H -2.79 1.30 -0.12  0.11
C 0.99 1.01 -1.18  0.07